a.
This record from the Open Molecules 2025 dataset describes 2 unconnected molecules or ions with the total composition C6H16. The level of theory is ωB97M-V/def2-TZVPD.

```
22
Properties=species:S:1:pos:R:3
C 0.3033 -2.8118 1.5496
C 1.5833 -2.9714 0.6896
C 0.4728 1.1138 0.3970
C -0.3770 1.0338 -1.9591
C -0.7399 1.2707 -0.5038
C -1.4184 2.6247 -0.3358
H -0.1903 -3.7766 1.6610
H 0.6247 -2.5610 2.5652
H 1.3952 -2.8093 -0.3695
H 0.8035 0.0777 0.4865
H -0.8121 3.3865 -0.8470
H 0.3067 1.8036 -2.3247
H -1.5073 2.9351 0.7067
H -2.3926 2.6672 -0.8197
H 1.3461 1.6863 0.0749
H 0.0914 0.0631 -2.0959
H 2.2571 -2.1477 0.9370
H -1.2344 1.1073 -2.6371
H 0.2401 1.4520 1.4130
H -0.4290 -2.0718 1.2462
H -1.4622 0.5089 -0.2003
H 1.9804 -3.9306 1.0011
```

Output
Charge: 0
SMILES string: CC(C)C.CC
E_HOMO, Eh: -0.4130
HOMO-LUMO gap, eV: 12.3

---

b.
This record from the Open Molecules 2025 dataset describes 2 unconnected molecules or ions with the total composition C6H16. The level of theory is ωB97M-V/def2-TZVPD.

```
22
Properties=species:S:1:pos:R:3
C -1.1769 -0.5257 1.9563
C 0.1004 -0.3543 -2.3396
C 1.3449 -0.9773 1.7188
C 0.0473 1.2596 -2.4807
C -0.4533 1.9540 -1.2412
C 0.0916 -1.3885 2.3446
H 0.0091 -1.0046 -3.2597
H -2.0989 -0.7970 2.5027
H -0.6432 -0.7790 -1.5382
H 1.0689 -0.5325 -1.7889
H 1.5688 0.1014 1.9569
H -0.1720 3.0394 -1.3029
H 0.0011 -2.3857 1.8509
H -1.2856 -0.5475 0.9332
H 2.1908 -1.6074 2.0362
H -0.0098 1.4344 -0.3728
H 1.0232 1.6292 -2.8091
H 1.2175 -0.9336 0.6517
H -0.6533 1.5170 -3.3020
H 0.2112 -1.5270 3.4368
H -1.5406 1.9155 -1.0155
H -0.8410 0.5096 2.0625
```

Output
Charge: 0
SMILES string: CCC.CCC
E_HOMO, Eh: -0.4023
HOMO-LUMO gap, eV: 12.1

---

c.
This record from the Open Molecules 2025 dataset describes 2 unconnected molecules or ions with the total composition C6H16. The level of theory is ωB97M-V/def2-TZVPD.

```
22
Properties=species:S:1:pos:R:3
C -0.7257 -1.0108 -1.5694
C 0.1002 -2.2982 -1.5950
C -0.7229 1.0644 1.5709
C 0.8003 0.8118 1.7174
C 1.4354 1.6884 2.8018
C -0.8289 -0.3250 -2.9400
H -1.1667 1.5512 2.4463
H -1.8319 0.1070 -3.0520
H -0.8871 1.7764 0.7649
H 0.1585 -2.7176 -0.5934
H -0.3076 -0.3362 -0.8288
H -0.7499 -1.0627 -3.7421
H 1.3165 0.9795 0.7716
H -0.3082 -2.9957 -2.3182
H 1.3179 2.7491 2.5623
H 1.1471 -2.0866 -1.8636
H 0.9505 -0.2296 1.9997
H -0.1172 0.4870 -3.0124
H 2.4843 1.4545 2.9466
H -1.7357 -1.2911 -1.2517
H 0.8690 1.5909 3.7275
H -1.1978 0.0933 1.4576
```

Output
Charge: 0
SMILES string: CCC.CCC
E_HOMO, Eh: -0.4164
HOMO-LUMO gap, eV: 12.4

---

d.
This record from the Open Molecules 2025 dataset describes 2 unconnected molecules or ions with the total composition C6H16. The level of theory is ωB97M-V/def2-TZVPD.

```
22
Properties=species:S:1:pos:R:3
C -0.5254 -0.8368 2.2652
C 1.1617 -0.8007 0.2900
C -0.2737 -1.0314 0.7014
C -0.5492 -2.4759 0.3869
C 0.4627 1.7792 -1.7601
C -0.3463 3.1110 -1.6399
H -0.8297 3.0198 -0.6177
H 1.6150 0.0159 0.7108
H -1.0247 3.3791 -2.3587
H -1.0941 0.1396 2.4187
H 1.2412 1.5729 -1.1072
H -1.5972 -2.6348 -0.0017
H 0.2572 4.0890 -1.7328
H 1.8674 -1.5665 0.4097
H -0.0611 -2.6483 -0.6875
H -1.0545 -1.7708 2.7687
H 0.4308 -0.7225 2.8017
H -0.3395 0.9821 -1.9283
H 1.1424 -0.2959 -0.7592
H -0.9336 -0.2553 0.2610
H 0.9430 1.5358 -2.6285
H -0.1417 -3.3120 0.9900
```

Output
Charge: 0
SMILES string: CC(C)C.CC
E_HOMO, Eh: -0.3890
HOMO-LUMO gap, eV: 11.6

---

List of relative energies, unit eV: a 0.000; b 0.920; c 0.137; d 2.378

---

a.
This record from the Open Molecules 2025 dataset describes 2 unconnected molecules or ions with the total composition C6H16. The level of theory is ωB97M-V/def2-TZVPD.

```
22
Properties=species:S:1:pos:R:3
C -1.4141 -2.2373 -1.1496
C 1.0067 -1.3534 -0.5193
C -0.0612 -1.6882 -1.5815
C 0.3790 1.6415 1.6451
C 1.2344 2.3400 0.5196
C -0.9887 1.3970 1.0623
H 0.7155 -1.6334 0.5257
H 0.7164 0.7157 2.0846
H 1.8992 -1.8445 -0.7983
H 1.1118 1.9235 -0.5626
H 1.1169 -0.2789 -0.3069
H -0.2429 -0.7670 -2.2806
H -1.8297 -3.1714 -1.7403
H 1.1334 3.3469 0.7243
H -1.3661 2.2808 0.3596
H 0.3764 -2.3994 -2.3857
H -1.6508 1.1574 1.9158
H -1.3664 -2.7769 -0.1490
H -2.1503 -1.4706 -1.0188
H 0.2838 2.3850 2.4855
H 2.2390 1.9404 0.7538
H -1.1425 0.4928 0.4163
```

Output
Charge: 0
SMILES string: CCC.CCC
E_HOMO, Eh: -0.3957
HOMO-LUMO gap, eV: 11.9

---

b.
This record from the Open Molecules 2025 dataset describes 2 unconnected molecules or ions with the total composition C6H16. The level of theory is ωB97M-V/def2-TZVPD.

```
22
Properties=species:S:1:pos:R:3
C -1.3147 0.4347 -1.8287
C -0.2218 -0.5362 -1.6438
C -0.3989 1.0711 2.0931
C 0.3349 -0.2657 2.0238
C 0.1907 -0.7158 -3.1907
C 1.6807 -0.2070 2.6320
H 0.5106 -0.1649 -0.9322
H 1.2250 -0.9729 -3.3404
H -0.7408 -1.4627 -1.2735
H 0.4665 -0.6579 1.0211
H 1.5683 -0.3656 3.7239
H -0.2676 -0.9390 2.6371
H -0.1713 0.1447 -3.7187
H -1.4108 1.0794 1.8343
H 1.9881 0.7357 2.3285
H -1.9146 0.7783 -0.9352
H -2.2258 -0.0930 -2.3018
H -1.0493 1.3246 -2.4187
H 0.1565 1.7876 1.4628
H -0.3842 -1.5103 -3.6368
H -0.3857 1.4049 3.1533
H 2.3643 -0.8700 2.3105
```

Output
Charge: 0
SMILES string: CCC.CCC
E_HOMO, Eh: -0.4022
HOMO-LUMO gap, eV: 12.1

---

List of relative energies, unit eV: a 0.278; b 0.000

---

a.
This record from the Open Molecules 2025 dataset describes a gas-phase ion, C6H10N3OS (charge +1). The level of theory is ωB97M-V/def2-TZVPD.

```
21
Properties=species:S:1:pos:R:3
S -3.2490 -0.0246 0.4144
O -3.6050 -1.1706 -0.3908
N 0.3235 -1.3769 0.2177
N -0.7723 -0.9481 0.4467
N -1.0846 1.2668 1.0817
C -3.3727 1.5290 -0.6008
C -1.4785 0.1020 0.4846
C 0.1834 1.4822 1.2523
C 1.2513 0.8158 0.6061
C 2.3132 1.1572 -0.0929
C 0.8206 -2.5483 0.6904
H -2.5137 1.6296 -1.2608
H -3.5814 2.3474 0.1421
H 3.1170 0.5607 -0.2466
H 0.6526 -3.3462 -0.0429
H 0.3091 -2.8187 1.6655
H 1.3986 -0.1709 1.0420
H 0.5056 2.2420 1.9513
H 1.9084 -2.5215 0.7736
H 2.3010 1.9542 -0.7742
H -4.2694 1.3308 -1.2770
```

Output
Charge: +1
E_HOMO, Eh: -0.4895
HOMO-LUMO gap, eV: 7.2

---

b.
This record from the Open Molecules 2025 dataset describes a gas-phase ion, C6H10N3OS (charge +1). The level of theory is ωB97M-V/def2-TZVPD.

```
21
Properties=species:S:1:pos:R:3
S 1.6729 -1.0731 -0.2931
O 1.7854 2.1953 0.5646
N -2.4416 0.5669 -1.1216
N -0.3850 0.7268 -0.1342
N 0.0143 -0.7390 1.9458
C -1.7985 -1.2111 0.3264
C 0.6608 0.1041 0.6722
C -1.4876 0.1297 -0.3633
C -1.0580 -1.3251 1.6443
C 1.5831 1.2153 1.2188
C 2.6932 -0.0008 -1.3328
H 2.3166 -0.1554 -2.2964
H -0.1755 1.5897 -0.4656
H 2.1745 0.9003 2.1336
H -1.3920 -2.0171 -0.2321
H -1.5697 -1.9002 2.4320
H -2.4055 1.4646 -1.5578
H -2.9563 -1.3762 0.3758
H 2.4187 1.0729 -1.0818
H -3.2977 0.0662 -1.2163
H 3.6480 -0.2338 -1.2185
```

Output
Charge: +1
SMILES string: CS[C@]1(C=O)N=CCC(=[NH2+])N1
E_HOMO, Eh: -0.4776
HOMO-LUMO gap, eV: 9.6

---

List of relative energies, unit eV: a 5.845; b 0.000